1.
Below is 13 unconnected molecules or ions with the total composition C4H24BO20 at a distorted geometry, with properties calculated with the ωB97M-V functional and the def2-TZVPD basis.

Calculated values
**Net charge**: -1
**Gap between HOMO and LUMO**: 10.34 eV
**Relative energy (zero: lowest compared OMol25 entry of this formula, charge and spin)**: 70.8 kJ/mol
**Energy**: -46173.3932 eV

Geometry (Å):
O -1.5315 3.5959 -0.7161
C -1.1608 2.6157 -0.1349
O -0.6125 1.5311 -0.6556
B -0.3679 0.5776 0.4277
O -0.7136 1.2468 1.6758
C -1.2348 2.4405 1.3996
O -1.7548 3.1835 2.1720
O 1.0438 0.1143 0.4118
C 1.0950 -1.1997 0.3593
O 2.0794 -1.8724 0.4765
C -0.3608 -1.7234 0.2955
O -1.1512 -0.6752 0.2709
O -0.6699 -2.8803 0.2377
O -3.0460 2.5948 -2.8733
H -2.5033 3.0614 -2.2150
H -3.8240 2.3144 -2.3844
O 1.8234 2.1497 -2.4105
H 2.7013 2.4427 -2.1492
H 1.4409 1.7835 -1.6066
O 1.4333 -5.0185 0.1041
H 2.0398 -4.6594 -0.5505
H 0.8935 -4.2589 0.3617
O -0.3366 -0.7383 3.7478
H -1.0327 -1.4007 3.7234
H -0.5282 -0.1414 3.0121
O -1.6054 6.5921 -1.2567
H -1.7129 5.6417 -1.3819
H -2.1731 6.7960 -0.5088
O -2.7954 -4.8997 1.0402
H -3.7362 -4.7111 0.9842
H -2.3896 -4.0807 1.3430
O -2.0017 -3.9041 -2.2948
H -2.7738 -3.3475 -2.1636
H -1.6257 -4.0093 -1.4117
O 4.4397 -2.7749 1.7171
H 3.4949 -2.5791 1.6758
H 4.6124 -3.2475 0.8953
O -3.0600 -0.2452 -3.6450
H -2.4303 -0.2796 -2.9183
H -3.9051 -0.0618 -3.2290
O 4.4552 0.2173 -0.0632
H 5.1922 0.2864 0.5513
H 3.7742 -0.2590 0.4330
O 4.8136 -2.3383 -1.4220
H 5.6629 -2.1557 -1.8314
H 4.5326 -1.4857 -1.0506
O -1.5376 5.2721 4.2445
H -1.5313 6.0023 3.6202
H -1.4216 4.4877 3.6924

2.
Below is 13 unconnected molecules or ions with the total composition C4H24BO20 at a distorted geometry, with properties calculated with the ωB97M-V functional and the def2-TZVPD basis.

Calculated values
**Net charge**: -1
**Gap between HOMO and LUMO**: 10.54 eV
**Relative energy (zero: lowest compared OMol25 entry of this formula, charge and spin)**: 56.1 kJ/mol
**Energy**: -46173.5456 eV

Geometry (Å):
O 0.2239 -3.2160 1.3802
C -0.1775 -2.1447 1.0399
O 0.3888 -1.3359 0.1598
B -0.4382 -0.1353 -0.0364
O -1.4242 -0.1798 1.0750
C -1.2972 -1.3241 1.7299
O -1.8787 -1.6454 2.7202
O -1.0574 -0.1212 -1.3702
C -0.6011 0.9085 -2.0541
O -0.9008 1.2233 -3.1692
C 0.4258 1.6428 -1.1662
O 0.3596 1.1018 0.0342
O 1.1584 2.5139 -1.5263
O -3.0259 1.9047 -5.1342
H -2.5234 1.6742 -4.3412
H -3.6706 1.1983 -5.2248
O 0.6502 2.3978 -5.4027
H 0.0151 2.1750 -4.7083
H 0.2446 3.1449 -5.8517
O 0.6653 -3.7426 4.5371
H 0.8753 -4.5916 4.9354
H 0.6682 -3.9003 3.5855
O -3.7802 -1.0385 5.1531
H -3.7105 -0.7097 4.2446
H -3.2680 -1.8525 5.1343
O 0.0409 2.9541 2.8664
H 0.7861 2.3692 3.0374
H -0.4582 2.5130 2.1699
O 1.6965 -6.0990 0.1448
H 2.4061 -6.7320 0.2964
H 1.3350 -5.9124 1.0180
O -0.2761 4.4705 0.3725
H -0.0506 4.5831 -0.5609
H 0.4639 3.9859 0.7548
O 0.3390 4.8363 -2.9526
H 1.0287 5.4451 -3.2306
H 0.7870 3.9818 -2.8637
O 2.2404 -1.5576 -2.1033
H 1.8403 -1.8823 -2.9148
H 1.5051 -1.4457 -1.4863
O -4.0325 0.6310 2.6627
H -4.3263 -0.1256 2.1452
H -3.1567 0.8267 2.3096
O 3.3333 -3.7371 1.0062
H 3.0008 -4.4828 0.4885
H 2.5798 -3.4715 1.5431
O 3.7210 1.8017 0.2025
H 3.9941 0.9228 -0.0800
H 3.2811 2.1768 -0.5695